A molecular structure, H2O3S2 at a distorted geometry, computed with ωB97M-V with the def2-TZVPD basis set.

The HOMO energy (alpha / beta) comes out at -8.649 / -8.127 eV. The calculation puts the LUMO energy (alpha / beta) at -0.6280 / -0.9994 eV. The net charge is 0.

Geometry as XYZ:
```
7
Properties=species:S:1:pos:R:3:mulliken_charge:R:1
O -1.19 0.98 0.26 -0.511
O 0.82 -0.25 -1.14 -0.438
O 0.61 -0.31 1.45 -0.429
S 0.44 0.89 0.64 0.695
S 1.28 -1.71 -0.52 -0.061
H -1.89 0.59 0.84 0.347
H -0.07 -0.18 -1.52 0.397
```

***

A molecular structure, C30H40F6N4NiO2P2S, computed with ωB97M-V with the def2-TZVPD basis set.

As for the spin multiplicity: 4. The HOMO energy (alpha / beta) comes out at -4.646 / -4.646 eV. The calculation puts the LUMO energy (alpha / beta) at 2.3622 / 1.5657 eV. The net charge is -1.

Geometry as XYZ:
```
86
Properties=species:S:1:pos:R:3:mulliken_charge:R:1
Ni 0.94 0.45 -1.02 -0.576
C 3.97 1.81 -1.73 -1.526
C 3.10 2.86 0.45 0.112
C 2.90 4.19 -0.31 -2.042
P 1.43 2.04 0.60 1.986
C 0.42 3.48 1.21 0.504
C -1.05 3.10 1.37 -1.735
C 0.95 4.08 2.51 -1.650
C 1.28 0.83 1.94 -0.780
C 2.02 0.77 3.12 -0.315
C 1.80 -0.18 4.09 0.677
C 2.62 -0.24 5.35 -1.744
C 0.77 -1.10 3.86 -1.064
C 0.02 -1.09 2.70 0.357
C 0.26 -0.14 1.69 -0.284
N -0.37 -0.08 0.47 0.433
C -1.65 -0.51 0.10 -0.375
C -1.79 -1.39 -1.11 0.196
C -0.61 -2.18 -1.63 -0.648
C -3.07 -2.19 -1.34 1.193
C -4.20 -2.02 -0.36 1.951
C -5.63 -2.11 -0.82 -2.059
C -3.96 -1.11 0.78 -1.084
C -2.83 -0.45 1.05 1.649
C -2.81 0.41 2.29 -1.912
H 4.36 2.68 -2.25 0.511
H 2.48 1.47 -3.00 0.173
H 4.54 0.94 -2.04 0.499
H 3.47 3.08 1.46 0.867
H 2.19 4.07 -1.13 0.317
H 3.83 4.52 -0.76 0.597
H 2.56 4.99 0.34 0.300
H 0.48 4.23 0.42 0.861
H -1.18 2.52 2.28 0.302
H -1.41 2.50 0.53 0.331
H -1.66 4.00 1.45 0.508
H 1.01 3.32 3.29 0.226
H 0.27 4.86 2.85 0.473
H 1.94 4.54 2.40 0.364
H 2.81 1.51 3.28 0.182
H 3.40 0.52 5.35 0.356
H 3.11 -1.22 5.47 0.336
H 2.01 -0.08 6.24 0.319
H 0.58 -1.87 4.60 0.372
H -0.73 -1.85 2.53 0.491
H 0.35 -1.71 -1.47 0.046
H -0.72 -2.38 -2.69 0.235
H -0.58 -3.14 -1.10 0.387
H -3.08 -1.43 -3.35 0.442
H -5.75 -2.83 -1.63 0.411
H -5.96 -1.13 -1.19 0.395
H -6.28 -2.40 0.01 0.430
H -4.79 -1.00 1.47 0.410
H -3.41 -0.06 3.06 0.532
H -3.23 1.40 2.08 0.318
H -1.81 0.55 2.68 0.045
F 0.79 -0.01 -3.22 -0.660
P 1.19 -0.24 -4.83 1.435
F 2.00 1.19 -4.76 -0.491
F 2.52 -0.99 -4.35 -0.349
F 0.37 -1.62 -4.82 -0.371
F -0.14 0.56 -5.23 -0.372
F 1.59 -0.41 -6.36 -0.333
N 5.52 2.66 -0.12 -0.541
C 4.21 2.00 -0.22 0.547
N 4.37 0.72 0.44 -0.663
O 2.58 1.66 -2.05 -0.253
H 5.96 2.41 0.75 0.330
H 5.46 3.67 -0.19 0.345
H 4.18 0.79 1.43 0.263
H 3.72 0.02 0.07 0.262
S -1.99 0.37 -1.62 -0.503
C -3.35 -2.32 -2.79 -1.006
C -3.87 -3.35 -3.50 -0.566
C -4.30 -4.63 -3.08 -0.589
C -4.32 -5.18 -1.77 -0.361
C -3.89 -4.63 -0.61 -1.155
C -3.33 -3.29 -0.34 -0.275
H -3.97 -3.17 -4.57 0.351
H -4.66 -5.29 -3.86 0.329
H -4.72 -6.18 -1.70 0.305
H -3.97 -5.24 0.28 0.336
H -2.63 -3.28 0.49 0.150
O 2.70 -3.01 0.61 -0.739
C 2.45 -1.99 0.04 0.950
N 2.23 -0.97 -0.53 -0.674
```

***

4 unconnected molecules or ions with the total composition C19H24N4O3S2 at a distorted geometry, computed with ωB97M-V with the def2-TZVPD basis set.

The HOMO energy comes out at -7.946 eV. The calculation puts the LUMO energy at 0.0906 eV. The net charge is 0.

Geometry as XYZ:
```
52
Properties=species:S:1:pos:R:3:mulliken_charge:R:1
C -2.21 0.29 -1.20 -0.794
C -1.02 0.98 -1.62 -0.164
O 0.05 -0.01 -1.66 -0.287
C -0.09 -1.01 -2.77 0.383
C -0.92 -0.84 -4.09 -0.830
C -0.76 -1.92 -5.01 -0.393
C -0.06 -3.10 -4.80 -0.883
C 0.40 -3.39 -3.41 -0.722
C 0.51 -2.38 -2.50 0.528
N 1.18 -2.41 -1.28 0.483
C 2.44 -1.80 -0.80 -0.533
H 3.23 -2.18 -1.38 0.609
C 2.35 -1.65 0.51 -0.943
N 1.32 -2.14 1.29 0.244
C 0.16 -1.28 1.54 0.194
S -1.03 -1.76 2.09 -0.474
N 0.57 0.21 1.21 0.192
C 0.09 1.27 1.75 0.769
C 0.41 2.45 1.40 0.670
C 0.10 3.65 1.69 -1.091
C -1.02 3.61 2.71 -0.002
C -1.17 2.42 3.31 -0.669
C -0.79 1.24 2.96 -0.870
H -1.03 0.36 3.33 0.692
H -2.24 2.39 4.31 0.053
S -1.55 5.29 3.40 1.120
O -2.86 5.18 3.85 -0.614
O -1.38 6.16 2.45 -0.577
N -0.26 5.57 4.41 -0.620
H 0.14 6.53 4.30 0.308
H -0.78 5.50 5.53 0.334
H 0.15 4.53 1.23 0.624
H 1.20 2.43 0.49 -0.040
H 1.14 0.29 0.43 0.044
C 0.93 -3.49 0.83 -1.312
H -0.02 -3.72 1.31 0.474
C 1.06 -3.79 -0.56 -0.722
H 2.44 -4.18 -0.76 0.219
H 0.46 -4.41 -1.00 0.823
H 1.70 -4.29 1.54 0.250
H 2.99 -0.64 1.01 0.246
H 3.51 -2.58 0.81 0.313
H 2.20 -0.68 -1.36 0.129
H 0.97 -4.22 -3.37 0.536
H -0.27 -4.11 -5.33 0.268
H -1.38 -1.65 -5.78 0.433
H -1.21 0.16 -4.26 0.394
H -1.19 1.58 -2.70 0.152
H -0.70 1.53 -0.87 0.299
H -2.01 -0.42 -0.31 0.039
H -2.68 -0.53 -1.88 0.285
H -3.07 0.96 -1.01 0.435
```

***

8 unconnected molecules or ions with the total composition C32H75FNO10P at a distorted geometry, computed with ωB97M-V with the def2-TZVPD basis set.

The HOMO energy comes out at -7.582 eV. The calculation puts the LUMO energy at 0.5324 eV. Its SMILES is [H]/N=C(/C)C[C@](F)(OC(=O)CC=O)P(CC)CC.CC(C)O.CC(C)O.CC(C)O.CC(C)O.CC(C)O.CC(C)O.CC(C)O. The net charge is 0.

Geometry as XYZ:
```
120
Properties=species:S:1:pos:R:3:mulliken_charge:R:1
C -0.92 -4.65 0.95 -0.518
C -1.65 -3.23 0.87 -0.579
P -0.59 -1.75 0.42 -0.530
C -0.56 -1.39 -1.43 0.596
C -0.09 -2.63 -2.36 -0.949
C 1.14 -1.77 1.19 0.405
F 1.84 -0.66 0.56 -0.396
C 2.05 -3.06 0.77 -0.043
C 3.62 -2.74 0.69 0.507
C 4.41 -3.45 -0.53 -1.002
N 4.30 -1.99 1.51 -0.700
O 1.18 -1.47 2.60 -0.121
C 0.58 -2.46 3.41 0.335
O 1.06 -3.55 3.75 -0.531
C -0.87 -2.10 4.02 -0.241
C -1.64 -3.43 4.49 -0.032
O -2.88 -3.40 4.69 -0.529
H -0.31 -4.80 0.00 0.101
H -0.23 -4.78 1.84 0.031
H -1.72 -5.48 1.03 0.272
H -2.27 -3.10 1.84 0.378
H -2.45 -3.32 0.04 0.466
H 0.05 -0.46 -1.72 0.119
H -1.64 -1.15 -1.75 -0.060
H -0.19 -3.64 -1.85 0.120
H 1.00 -2.46 -2.65 0.260
H -0.70 -2.68 -3.32 0.336
H 1.79 -3.99 1.36 0.220
H 1.72 -3.28 -0.32 0.041
H 3.74 -4.23 -1.05 0.249
H 4.82 -2.69 -1.27 0.253
H 5.24 -4.07 -0.03 0.308
H 3.65 -1.65 2.23 0.219
H -1.51 -1.50 3.30 0.258
H -0.69 -1.46 4.95 0.437
H -1.13 -4.44 4.65 0.382
C 4.23 1.28 2.10 -0.446
C 4.47 2.77 1.91 0.236
C 3.27 3.58 2.35 -0.885
O 4.75 3.03 0.54 -0.594
H 3.38 0.94 1.49 -0.079
H 5.10 0.70 1.77 0.395
H 4.02 1.04 3.14 -0.025
H 5.35 3.07 2.49 0.363
H 2.38 3.32 1.75 0.176
H 3.45 4.65 2.20 0.177
H 3.03 3.41 3.40 0.342
H 3.98 2.77 0.02 0.339
C -0.48 1.90 -5.51 -1.504
C -0.81 2.22 -4.06 1.046
C -0.76 3.71 -3.79 -1.136
O 0.14 1.55 -3.21 -0.342
H 0.53 2.25 -5.77 0.397
H -0.51 0.83 -5.69 0.364
H -1.20 2.39 -6.19 0.333
H -1.80 1.83 -3.81 -0.332
H 0.24 4.12 -3.99 0.367
H -0.98 3.92 -2.74 0.256
H -1.48 4.25 -4.42 0.286
H 1.02 1.89 -3.43 0.273
C -4.71 0.60 -3.14 -1.027
C -4.74 -0.08 -1.78 0.293
C -5.44 0.78 -0.74 -1.367
O -3.40 -0.34 -1.36 -0.450
H -4.17 1.54 -3.09 0.000
H -4.20 -0.03 -3.87 0.339
H -5.73 0.80 -3.50 0.439
H -5.25 -1.04 -1.86 0.290
H -4.92 1.74 -0.61 0.343
H -5.44 0.29 0.23 0.340
H -6.47 0.99 -1.03 0.404
H -2.94 0.51 -1.28 0.244
C -1.20 -8.66 0.44 -1.152
C -0.16 -8.64 -0.67 0.320
C 0.79 -9.82 -0.56 -1.265
O 0.58 -7.42 -0.61 -0.474
H -0.72 -8.58 1.42 0.311
H -1.87 -7.80 0.36 0.209
H -1.80 -9.57 0.41 0.422
H -0.67 -8.66 -1.64 0.276
H 1.34 -9.79 0.39 0.330
H 1.53 -9.79 -1.36 0.321
H 0.25 -10.77 -0.62 0.379
H 1.03 -7.39 0.24 0.319
C 1.45 6.13 0.91 -1.349
C 1.71 5.82 -0.56 0.726
C 2.32 7.01 -1.28 -1.443
O 0.49 5.45 -1.19 -0.383
H 0.75 6.96 1.01 0.477
H 1.01 5.26 1.41 0.305
H 2.38 6.39 1.42 0.311
H 2.39 4.96 -0.64 -0.002
H 1.64 7.87 -1.25 0.348
H 2.49 6.77 -2.33 0.340
H 3.27 7.30 -0.83 0.390
H -0.12 6.20 -1.12 0.302
C 2.26 0.78 7.26 -1.478
C 3.29 0.80 6.15 0.896
C 4.24 -0.39 6.25 -1.278
O 4.04 2.01 6.21 -0.558
H 2.74 0.84 8.24 0.381
H 1.59 1.64 7.18 0.362
H 1.66 -0.13 7.23 0.328
H 2.79 0.78 5.18 0.003
H 4.79 -0.37 7.19 0.392
H 4.98 -0.36 5.45 0.315
H 3.70 -1.34 6.19 0.346
H 4.49 2.03 7.06 0.345
C -6.49 4.90 -5.05 -1.404
C -5.31 4.60 -4.15 0.572
C -4.41 5.82 -3.99 -1.241
O -4.55 3.53 -4.69 -0.504
H -6.15 5.18 -6.06 0.349
H -7.12 4.01 -5.17 0.336
H -7.10 5.71 -4.65 0.390
H -5.67 4.28 -3.17 0.253
H -4.00 6.13 -4.95 0.331
H -3.56 5.59 -3.34 0.209
H -4.96 6.66 -3.56 0.416
H -4.22 3.80 -5.56 0.307
```

***

2 unconnected molecules or ions with the total composition C2H11N2 at a distorted geometry, computed with ωB97M-V with the def2-TZVPD basis set.

The HOMO energy comes out at -14.948 eV. The calculation puts the LUMO energy at -3.3568 eV. The net charge is +1.

Geometry as XYZ:
```
15
Properties=species:S:1:pos:R:3:mulliken_charge:R:1
N 0.48 -0.34 -2.83 -0.828
H -0.39 0.13 -3.06 0.271
H 1.20 0.31 -3.15 0.269
H 0.23 -0.39 -0.79 0.431
H 0.73 -1.19 -3.31 0.240
C -0.29 -0.07 2.38 -1.233
C -0.81 0.16 0.98 -0.165
N 0.37 0.26 0.01 -0.338
H -1.10 -0.01 3.11 0.341
H 0.11 -1.08 2.54 0.369
H 0.50 0.63 2.63 0.369
H -1.38 -0.70 0.64 0.266
H -1.40 1.06 0.85 0.331
H 1.30 0.06 0.40 0.336
H 0.46 1.19 -0.40 0.341
```

***

A molecular structure, C11H8S2 at a distorted geometry, computed with ωB97M-V with the def2-TZVPD basis set.

The HOMO energy comes out at -8.899 eV. The calculation puts the LUMO energy at 0.4326 eV. The net charge is 0.

Geometry as XYZ:
```
21
Properties=species:S:1:pos:R:3:mulliken_charge:R:1
C -1.34 -3.06 1.07 -0.006
C -0.75 -2.07 0.69 -0.718
C 0.63 1.52 1.83 -0.994
C 0.26 -1.14 -2.28 -0.941
C -0.01 2.53 2.47 -0.255
C 0.24 -0.68 -3.56 -0.269
C -1.65 1.10 1.27 -0.225
C -0.10 1.07 -1.89 -0.351
C -0.31 0.72 1.06 0.388
C -0.02 -0.15 -1.30 0.240
C 0.13 -0.33 0.17 0.340
S -1.79 2.38 2.34 -0.139
S -0.04 1.02 -3.58 -0.160
H -1.53 -3.96 1.60 0.418
H 1.65 1.67 1.97 0.370
H 0.27 -2.12 -1.92 0.426
H 0.37 3.29 3.19 0.370
H 0.22 -1.30 -4.47 0.383
H -2.52 0.45 1.06 0.399
H -0.05 2.09 -1.49 0.364
H 1.18 -0.46 0.44 0.362
```

***

40 unconnected molecules or ions with the total composition H80O40 at a distorted geometry, computed with ωB97M-V with the def2-TZVPD basis set.

The HOMO energy comes out at -10.052 eV. The calculation puts the LUMO energy at -0.5552 eV. The net charge is 0.

Geometry as XYZ:
```
120
Properties=species:S:1:pos:R:3:mulliken_charge:R:1
H 1.73 1.49 4.66 0.294
H 2.92 0.58 4.49 0.342
O 2.70 1.52 4.63 -0.759
H 0.31 -0.49 5.49 0.268
H -0.99 0.21 5.65 0.340
O -0.61 -0.67 5.65 -0.621
H 4.80 3.73 1.02 0.214
H 3.14 3.74 1.15 0.367
O 3.94 3.58 0.67 -0.606
H 6.64 0.42 0.94 0.291
H 6.27 0.25 -0.59 0.298
O 6.37 -0.19 0.25 -0.620
H -3.68 -3.49 -2.26 0.215
H -3.35 -3.02 -3.62 0.337
O -3.62 -3.85 -3.15 -0.662
H -0.66 0.59 -1.84 -0.594
O -1.58 0.66 -2.18 0.696
H -2.76 -0.68 3.55 0.335
O -3.29 -0.71 4.37 -0.633
H -3.06 -1.94 0.22 0.416
H -4.41 -2.68 -0.14 0.273
O -4.01 -1.81 0.04 -0.644
H 3.96 -1.79 -3.03 0.316
H 5.26 -2.34 -2.32 0.278
O 4.91 -1.76 -2.99 -0.596
H -1.97 -0.29 -5.60 0.241
H -3.28 0.44 -5.17 0.233
O -2.63 -0.22 -4.92 -0.471
H -1.37 3.00 2.55 0.227
H -2.27 4.08 3.21 0.308
O -1.34 3.86 2.98 -0.657
H -0.98 2.75 -0.06 -0.030
O -0.57 1.92 0.12 0.243
H 4.82 -1.51 0.31 0.206
H 5.15 -2.66 1.11 0.215
O 4.37 -2.21 0.79 -0.374
H -0.37 -0.57 -0.40 0.092
H -0.04 -1.79 0.21 -0.037
O -0.81 -1.22 0.16 0.232
H 0.29 -3.00 4.21 0.209
H 0.46 -2.86 2.51 0.430
O 0.71 -3.30 3.35 -0.319
H 2.56 -4.09 3.58 0.299
H 2.28 -5.49 3.08 0.273
O 2.22 -4.94 3.85 -0.614
H -0.64 -5.34 -1.00 0.396
H -1.04 -3.83 -1.06 0.087
O -0.35 -4.47 -1.20 -0.685
H 3.02 -0.10 1.47 0.064
H 1.69 -0.77 2.18 0.127
O 2.31 -0.06 2.08 -0.277
H 1.18 -4.95 -0.36 0.458
O 1.09 -5.57 0.49 -0.815
H 0.41 5.37 -0.70 0.279
H 0.87 4.76 -2.00 0.162
O 0.19 4.69 -1.33 -0.627
H -5.47 -0.66 -0.86 0.299
O -5.75 0.25 -0.73 -0.688
H -3.28 1.68 -0.14 0.181
H -2.35 1.22 -1.09 0.457
O -3.28 1.52 -1.10 -0.912
H 0.84 2.92 -1.81 -0.081
H 1.48 1.64 -2.48 0.349
O 0.63 2.15 -2.36 0.185
H -1.80 -5.59 1.77 0.364
H -2.41 -5.19 0.30 0.366
O -1.83 -5.76 0.81 -0.751
H -2.41 -1.16 -2.01 -0.631
H -2.75 -1.85 -0.70 0.246
O -2.16 -1.96 -1.48 0.491
H 0.77 0.98 1.89 0.189
H -0.76 1.09 2.30 0.046
O 0.13 1.28 2.53 -0.180
H 1.52 3.48 3.11 0.247
H 2.78 2.50 3.04 0.349
O 2.30 3.23 2.63 -0.634
H -2.89 2.63 -2.56 0.170
H -2.83 3.33 -3.92 0.238
O -2.90 2.48 -3.50 -0.474
H -2.02 6.64 -0.41 0.301
H -0.98 7.07 0.90 0.250
O -1.26 6.58 0.14 -0.555
H -0.23 -1.35 -3.03 0.151
H -0.63 -1.90 -4.45 0.291
O -0.03 -1.31 -3.99 -0.613
H 2.79 0.09 -5.33 0.239
H 3.93 0.35 -4.38 0.297
O 3.08 -0.18 -4.46 -0.532
H -4.03 1.50 2.10 0.253
O -3.38 0.96 1.65 -0.453
H 3.28 2.27 -1.98 0.385
H 3.66 0.78 -2.18 0.217
O 3.31 1.40 -1.53 -0.717
H 0.22 -5.68 0.84 0.420
H -1.31 0.66 -3.11 0.118
H -4.87 0.64 -0.40 0.334
H -2.81 -0.97 5.17 0.285
H 0.01 1.59 -0.57 0.106
H -3.79 0.08 1.57 0.164
O 2.67 -1.82 4.41 -0.684
H 2.67 -1.92 3.41 0.446
H 2.30 -2.63 4.74 0.326
O -3.36 5.12 1.02 -0.675
H -2.37 5.15 1.02 0.375
H -3.51 4.37 0.40 0.344
O -0.93 -4.14 1.18 -0.397
H -0.23 -3.51 1.00 -0.342
H -0.69 -4.49 2.03 0.639
O -5.04 0.02 -3.68 -0.603
H -4.96 0.69 -2.98 0.304
H -5.04 -0.87 -3.35 0.274
O 3.11 4.13 -1.71 -0.571
H 3.32 3.55 -0.86 0.408
H 3.88 4.58 -2.10 0.194
O 1.79 -3.01 1.59 -0.264
H 2.60 -2.95 1.09 0.097
H 1.34 -3.87 1.47 0.040
O 0.83 3.30 -4.51 -0.551
H 0.80 2.40 -4.20 0.195
H 1.41 3.44 -5.25 0.253
```

***

It is found that the total energy values, taken in the order of the records, are -27841.8393 -128583.1829 -53846.2213 -68367.4094 -5226.4501 -33201.9600 -83190.1947 eV.